[1]
Here is a cluster of 26 separate species, C59H181N41O26 in total from the OMol25 dataset. Energies are from ωB97M-V with the def2-TZVPD basis set.

Geometry (Å):
C -3.80303 7.06197 -4.05427
O -2.76577 6.43765 -3.79467
N -4.59375 6.83019 -5.08072
N -4.31959 7.96391 -3.23034
H -5.17762 7.62250 -5.30756
H -4.19095 6.27352 -5.82097
H -3.98108 7.86314 -2.28411
H -5.25182 8.25089 -3.49243
C -4.20623 5.79526 -0.37099
O -4.91729 6.76800 -0.69209
N -3.66612 5.46905 0.79400
N -3.78164 4.92535 -1.22668
H -2.96544 4.74713 0.88326
H -3.85756 6.03040 1.61152
H -3.97852 5.21403 -2.17430
H -3.21208 4.11407 -1.03295
C -1.77682 -0.28674 -7.11109
O -0.83629 -1.06050 -7.31988
N -1.98720 0.90152 -7.63608
N -2.85115 -0.83962 -6.59567
H -1.21296 1.12894 -8.24348
H -2.79893 1.48837 -7.50643
H -3.72392 -0.33132 -6.59608
H -2.76395 -1.80392 -6.30823
C 0.42480 -6.77219 0.66725
O 1.35714 -6.90856 1.48067
N 0.61554 -6.22454 -0.47942
N -0.77899 -7.28019 0.72349
H 1.50243 -5.77847 -0.66529
H -0.12873 -6.07894 -1.14647
H -1.06805 -7.79756 1.54134
H -1.39995 -7.18691 -0.06760
C -3.13866 1.86716 2.36683
O -3.03410 2.24841 1.19563
N -3.71107 0.82595 2.80414
N -2.76791 2.51265 3.48358
H -4.17032 0.18954 2.16840
H -3.97330 0.84248 3.77936
H -2.78393 2.06095 4.38679
H -2.29827 3.40392 3.41166
C 2.06112 -2.83902 -2.52446
O 1.46193 -3.88846 -2.38616
N 1.99572 -1.81854 -1.77732
N 2.83552 -2.63625 -3.51095
H 2.57369 -0.99963 -1.90156
H 1.21658 -1.73106 -1.14062
H 2.97746 -1.69685 -3.85371
H 3.23299 -3.40502 -4.03163
C -4.15639 -1.74689 -3.30051
O -3.97786 -2.56467 -2.44851
N -5.19455 -1.76019 -3.96775
N -3.32125 -0.79987 -3.55927
H -5.36428 -1.19447 -4.78705
H -5.80564 -2.55628 -3.85417
H -3.54132 -0.11885 -4.27193
H -2.42650 -0.75488 -3.09290
C -5.57952 0.31771 -0.44183
O -6.10988 0.68415 0.59381
N -6.04150 -0.70236 -1.11875
N -4.60861 0.89132 -1.05225
H -5.58160 -1.13568 -1.90666
H -6.77624 -1.21754 -0.65522
H -4.07404 0.34452 -1.71205
H -4.15577 1.62880 -0.53151
C 2.64391 -2.32457 -8.11918
O 3.48460 -3.05277 -8.46729
N 1.82799 -2.56479 -7.22794
N 2.53845 -1.14887 -8.66171
H 1.92058 -3.33253 -6.57823
H 1.06416 -1.95633 -6.97016
H 1.65814 -0.65784 -8.59805
H 3.09277 -1.08626 -9.50367
C 1.60846 0.95560 -5.65417
O 1.13173 0.04380 -4.98771
N 1.02031 1.65289 -6.55531
N 2.72614 1.46731 -5.34941
H 0.05972 1.39432 -6.73000
H 1.50732 2.49952 -6.81244
H 3.02094 2.25574 -5.90759
H 3.24744 1.07721 -4.57729
C -5.54102 -3.74601 0.88244
O -5.35094 -4.01029 2.06077
N -6.69379 -3.76553 0.30892
N -4.63010 -3.23856 0.14424
H -7.52390 -4.01801 0.82592
H -6.78935 -3.44073 -0.64265
H -3.72130 -3.08679 0.55793
H -4.75160 -3.11968 -0.85135
C -4.74920 2.03602 -5.79981
O -5.15613 0.94361 -5.44110
N -5.01671 2.36666 -7.07025
N -4.23287 2.88329 -5.05818
H -4.82935 3.26567 -7.49070
H -5.53231 1.68831 -7.61255
H -4.01546 3.80626 -5.40597
H -4.16494 2.68188 -4.07079
C -2.01672 4.90736 -6.85384
O -3.21032 4.89955 -6.87622
N -1.33954 4.89606 -7.96635
N -1.30021 5.08006 -5.77919
H -1.88380 4.69100 -8.79209
H -0.51912 5.48492 -7.98239
H -0.29394 5.00949 -5.82951
H -1.81883 5.33100 -4.94963
C -2.48922 -5.43296 -2.09104
O -1.95658 -6.46106 -1.79144
N -3.76036 -5.39436 -2.28495
N -1.99732 -4.24899 -1.82916
H -4.35105 -4.57713 -2.34266
H -4.19950 -6.30333 -2.31696
H -2.45515 -3.41439 -2.16669
H -1.03777 -4.14987 -1.52994
C -0.95904 -3.96258 -5.25214
O -1.93808 -4.05471 -5.94095
N -0.35141 -2.83701 -5.13523
N -0.45036 -4.92705 -4.51565
H -0.68651 -2.01118 -5.61045
H 0.37915 -2.69636 -4.45216
H -0.99630 -5.77606 -4.55069
H 0.43009 -4.93936 -4.02095
C 7.20278 -7.12154 -2.27798
C 7.36071 -6.37221 -0.95181
C 6.01392 -6.09161 -0.18104
O 5.26208 -4.99372 -0.75570
C 4.50058 -4.24101 0.18198
N 8.33223 -7.09518 -0.01340
H 6.47025 -7.92710 -2.22728
H 8.12639 -7.63477 -2.54565
H 6.85746 -6.65151 -3.19881
H 7.79791 -5.40431 -1.19704
H 6.04677 -5.97806 0.90254
H 5.36327 -6.96493 -0.22610
H 4.07172 -4.83165 0.99150
H 3.77099 -3.55175 -0.24312
H 5.12236 -3.50110 0.68598
H 8.06101 -8.05957 0.11507
H 9.06816 -7.18571 -0.69918
C -3.80687 -5.51620 7.44717
C -2.56431 -4.60335 7.50964
C -2.05949 -4.27584 6.10214
O -1.61343 -5.36629 5.42222
C -0.97325 -4.98835 4.22285
N -2.98123 -3.47914 8.30765
H -3.82190 -6.25121 8.25193
H -3.75142 -6.15091 6.56278
H -4.78300 -5.03298 7.40498
H -1.67443 -4.99363 8.00350
H -1.31216 -3.49564 6.24659
H -2.84156 -3.66463 5.65170
H -0.93698 -5.88058 3.59778
H -0.04122 -4.50236 4.51136
H -1.57933 -4.30796 3.62463
H -2.11377 -3.01313 8.53223
H -3.15788 -3.82133 9.24136
C -2.86148 4.46948 7.36123
C -2.92402 3.00377 7.93322
C -1.91207 2.08618 7.12336
O -1.77472 0.79040 7.68462
C -1.35585 -0.08545 6.64273
N -2.72304 3.15942 9.41274
H -3.02970 4.59835 6.29203
H -1.84838 4.82327 7.55249
H -3.52369 5.17837 7.85828
H -3.94035 2.62901 7.81188
H -0.94039 2.57884 7.08835
H -2.35638 2.03346 6.12942
H -0.47913 0.29876 6.12132
H -2.09369 -0.25150 5.85780
H -1.24450 -1.07065 7.09559
H -1.84312 3.63353 9.55791
H -2.57546 2.20621 9.71226
C 3.69988 5.25741 -5.10747
C 3.88306 4.72730 -6.48679
C 5.16040 3.80500 -6.73126
O 5.41732 3.54591 -8.16348
C 5.79195 4.60033 -9.03173
N 2.69259 4.06251 -6.88867
H 2.72222 5.29411 -4.62690
H 4.03521 6.29449 -5.11877
H 4.20752 4.66938 -4.34287
H 3.99656 5.57641 -7.16076
H 4.96645 2.83939 -6.26427
H 6.06089 4.16052 -6.23045
H 4.98202 5.20410 -9.44108
H 6.33881 4.15052 -9.86043
H 6.41886 5.33389 -8.52481
H 2.64741 3.71091 -7.83442
H 2.00081 4.79378 -6.97100
C 2.64004 0.32607 1.83158
C 3.89937 0.93566 2.54444
C 5.23511 0.53780 1.87095
O 5.54371 -0.80730 2.09178
C 6.12055 -1.03181 3.40217
N 3.80472 2.40484 2.50007
H 2.67196 -0.75862 1.72901
H 2.71231 0.70096 0.81063
H 1.70684 0.63068 2.30533
H 3.87392 0.53614 3.55826
H 6.03999 1.23832 2.09352
H 5.06107 0.71154 0.80905
H 6.82445 -1.82908 3.16349
H 5.50845 -1.54338 4.14496
H 6.60180 -0.23130 3.96404
H 4.69704 2.82866 2.71042
H 3.13626 2.76431 3.16644
C -0.70592 2.06868 -2.24385
C -0.15736 0.70327 -1.86347
C -0.66447 0.19890 -0.49636
O -0.40116 -1.23541 -0.21857
C -0.95801 -1.78464 0.92887
N -0.64632 -0.26244 -2.84775
H -1.78450 2.19790 -2.15399
H -0.50287 2.39365 -3.26428
H -0.20805 2.84021 -1.65650
H 0.91319 0.53952 -1.74017
H -1.74626 0.32838 -0.52937
H -0.41357 0.70950 0.43339
H -0.44829 -2.73632 1.07918
H -2.04344 -1.77804 0.82927
H -0.80408 -1.09223 1.75651
H -0.54135 -1.17234 -2.42214
H -0.06463 -0.21259 -3.67191
C -5.08054 -2.19729 4.74992
C -4.90914 -1.57911 6.09159
C -5.56468 -0.22617 6.22466
O -4.88057 0.78054 5.36417
C -5.50971 2.02596 5.37415
N -5.43072 -2.51352 7.06508
H -6.11917 -2.34118 4.45221
H -4.71251 -3.22263 4.71344
H -4.72237 -1.47275 4.01858
H -3.85980 -1.33703 6.26003
H -5.62450 0.04466 7.27878
H -6.59667 -0.24069 5.87412
H -6.51328 1.75534 5.04599
H -5.12629 2.76533 4.67100
H -5.67144 2.61642 6.27598
H -4.60248 -2.95805 7.43456
H -5.70087 -1.84262 7.77008
C 1.24553 7.58647 -1.28084
C 0.00278 6.72645 -1.52754
C -0.16922 5.77607 -0.33906
O 1.04139 5.00638 -0.13604
C 1.10838 4.26522 1.08546
N -1.16230 7.57062 -1.63101
H 1.11285 7.98002 -0.27306
H 1.30917 8.49960 -1.87265
H 2.16724 7.02641 -1.43857
H 0.18536 6.23087 -2.48104
H -0.96079 5.06212 -0.56665
H -0.40800 6.35498 0.55309
H 1.39841 4.98353 1.85228
H 1.89782 3.51716 1.01279
H 0.19556 3.76610 1.41067
H -1.87382 6.96080 -2.00779
H -1.00549 8.17478 -2.42507
C 0.94224 -5.96559 7.30619
C 2.36330 -5.44049 7.46369
C 2.46979 -3.95886 6.99523
O 2.02142 -3.87898 5.62861
C 2.08070 -2.73851 4.78459
N 2.84855 -5.85575 8.74188
H 0.69327 -6.93952 7.72759
H 0.69444 -5.98812 6.24497
H 0.18952 -5.28578 7.70539
H 2.92715 -5.85194 6.62651
H 3.53457 -3.73397 7.05662
H 1.95804 -3.33151 7.72506
H 1.70158 -3.02349 3.80318
H 3.09023 -2.35159 4.64590
H 1.40028 -1.94245 5.08698
H 2.66492 -5.20955 9.49607
H 2.40045 -6.71823 9.01652
C 3.94631 2.32409 -1.99377
C 5.42254 2.14816 -2.22248
C 5.66721 1.44929 -3.61589
O 5.03259 0.20092 -3.91942
C 5.28988 -0.39836 -5.16590
N 6.15068 3.42593 -2.04425
H 3.45036 1.37355 -1.79733
H 3.42943 2.80804 -2.82247
H 3.72263 3.02328 -1.18804
H 5.76828 1.54950 -1.37978
H 6.73588 1.24268 -3.55781
H 5.46958 2.21968 -4.36123
H 5.10137 0.30849 -5.97394
H 4.72801 -1.32851 -5.25095
H 6.36439 -0.52060 -5.30219
H 5.87817 4.07952 -2.76443
H 7.14862 3.32673 -2.16418
C 3.29644 -0.45861 7.50804
C 3.57237 0.83620 6.75597
C 2.30128 1.37421 6.02601
O 2.49459 2.62652 5.33929
C 1.37248 3.20991 4.75688
N 4.06465 1.73299 7.76245
H 4.10821 -0.65237 8.20918
H 3.13380 -1.32192 6.86279
H 2.32132 -0.24759 7.94702
H 4.28248 0.77784 5.93108
H 1.61308 1.49151 6.86311
H 1.93463 0.59428 5.35863
H 1.54985 4.25560 4.50552
H 0.65360 3.40686 5.55219
H 0.87540 2.63778 3.97349
H 4.09973 2.66953 7.38593
H 3.34795 1.85766 8.46309

HOMO-LUMO gap = 7.4 eV
DFT total energy = -178449.0105 eV
HOMO level = -8.3 eV
2S+1 = 1
ΔE to the lowest compared entry with this formula, charge and spin = 204.4 kJ/mol

[2]
Here is a cluster of 7 separate species, C3H21N2O6S in total from the OMol25 dataset. Energies are from ωB97M-V with the def2-TZVPD basis set.

Geometry (Å):
C -0.81065 -0.99212 0.38289
C -2.04920 -1.07274 -0.49707
S -1.72795 -0.45132 -2.20805
N -1.16856 -0.86940 1.81009
C 0.00782 -0.83152 2.70279
N 0.67684 0.45199 2.71429
H -0.28899 -0.07786 0.12222
H -0.16098 -1.85093 0.18702
H -2.38582 -2.10655 -0.59414
H -2.87625 -0.49682 -0.09030
H -1.77852 -1.61428 2.11951
H -0.37032 -1.01242 3.70837
H 0.75282 -1.58791 2.42735
H 0.02507 1.19876 2.92467
H 1.13448 0.68487 1.84293
H 2.26149 -2.19314 -1.22884
H 2.34521 -2.22968 0.28739
O 2.49101 -2.79230 -0.47622
H 1.48335 -0.15985 -1.40197
H 0.55522 -0.92533 -2.38271
O 1.51541 -0.80101 -2.16199
H -1.27893 1.88952 -1.46223
H -1.39153 2.29853 0.01236
O -0.86567 2.50971 -0.80942
H -3.12824 1.40827 1.02432
H -1.87296 0.97561 1.76678
O -2.37973 1.77464 1.48000
H 2.27827 0.54975 -3.04086
H 1.76647 1.80538 -3.72173
O 2.57495 1.45290 -3.31557
H 0.78017 1.86766 -0.53732
H 2.21891 1.78403 -1.15471
O 1.66683 1.41355 -0.42986

HOMO-LUMO gap = 7.1 eV
DFT total energy = -29555.4476 eV
HOMO level = -3.9 eV
2S+1 = 1
Net charge = -1
ΔE to the lowest compared entry with this formula, charge and spin = 0.0 kJ/mol

[3]
Here is a cluster of 6 separate species, C28H48F12O14 in total from the OMol25 dataset. Energies are from ωB97M-V with the def2-TZVPD basis set.

Geometry (Å):
C -1.24005 -8.60319 5.14083
C 0.15811 -8.04681 5.19652
O 0.20651 -7.03553 4.20631
C 1.33082 -6.54403 3.62353
O 2.50433 -6.87882 3.87181
C 1.00691 -5.59960 2.43929
F 1.26267 -4.36475 2.84234
F 1.72629 -5.85602 1.36455
F -0.33587 -5.64138 2.13464
H -1.34231 -9.22581 4.25202
H -2.00927 -7.83306 5.08321
H -1.37094 -9.25636 6.00357
H 0.80803 -8.90523 5.02677
H 0.32368 -7.69424 6.21455
C 3.81752 0.44082 8.54888
C 4.04589 1.13480 7.15421
O 3.35782 2.36616 6.96095
C 3.64541 3.53402 7.68158
O 4.24602 3.54085 8.73258
C 3.13569 4.82854 7.11138
F 2.50262 5.59470 7.99363
F 4.18465 5.55450 6.78641
F 2.30412 4.57714 6.11529
H 4.34382 -0.51364 8.53816
H 2.75847 0.20091 8.64345
H 3.95259 1.17575 9.34244
H 3.75890 0.45590 6.35120
H 5.10122 1.40713 7.16910
C -3.23205 5.08049 0.44817
C -2.18279 5.47961 -0.57033
O -1.02519 4.61272 -0.56267
C 0.09185 4.99537 0.23610
O 0.05471 5.96621 0.97539
C 1.32560 4.06120 0.25321
F 2.43856 4.69044 0.65596
F 1.08620 3.11053 1.07375
F 1.50974 3.51609 -0.93516
H -3.44562 4.04680 0.17623
H -4.17267 5.61287 0.30706
H -2.87531 5.12329 1.47724
H -1.97770 6.54093 -0.43023
H -2.61367 5.46374 -1.57143
C 0.67229 -2.77586 -0.46972
C -0.47578 -3.63931 -0.98035
O -1.47341 -3.63482 0.02888
C -2.46483 -4.48092 -0.06281
O -2.63516 -5.42446 -0.87727
C -3.57217 -4.16659 0.92912
F -4.50431 -3.39179 0.30571
F -4.01782 -5.29229 1.41992
F -3.16680 -3.41002 1.95583
H 0.29360 -1.81598 -0.11857
H 1.31407 -2.65153 -1.34194
H 1.29411 -3.34949 0.21759
H -0.14210 -4.65037 -1.21387
H -0.81639 -3.21032 -1.92272
C 0.66032 5.29955 -11.53110
O -0.28548 4.57334 -10.59519
C 0.37997 3.48412 -10.08427
C -0.56148 2.78821 -9.08757
O 0.20379 1.64845 -8.58743
C -0.27455 1.27322 -7.31373
C 0.40025 0.08881 -6.75893
O 0.47528 0.11702 -5.36127
C 0.58084 -1.16806 -4.76757
H 1.09058 4.78121 -12.38802
H 1.57969 5.71057 -11.11407
H 0.06296 6.16165 -11.82782
H 1.19762 3.91531 -9.50667
H 0.70924 2.81595 -10.88002
H -1.54024 2.55519 -9.50691
H -0.67715 3.51312 -8.28183
H -1.34721 1.08118 -7.33888
H -0.11343 2.19607 -6.75650
H 1.40477 0.09841 -7.18197
H -0.03272 -0.81749 -7.18234
H 1.54058 -1.63701 -4.98454
H -0.14713 -1.95132 -4.97889
H 0.46664 -0.90866 -3.71505
C 1.35410 0.77909 3.36296
O 0.55888 -0.19592 3.93662
C -0.32997 -0.99228 3.24175
C -1.36401 -0.20693 2.42912
O -0.83847 0.46973 1.25829
C -1.79307 1.15360 0.53874
C -2.92623 0.37884 -0.17255
O -2.52940 -0.59309 -1.13147
C -1.88267 -0.03964 -2.27559
H 1.89215 0.23562 2.58627
H 2.10940 1.00841 4.11464
H 0.84893 1.66448 2.97697
H -0.85288 -1.62738 3.95683
H 0.24740 -1.74849 2.70986
H -1.65524 0.57151 3.13432
H -2.18666 -0.85468 2.12619
H -1.08088 1.75219 -0.02923
H -2.22621 1.98712 1.09166
H -3.58610 1.04823 -0.72445
H -3.68174 -0.04759 0.48734
H -2.69485 0.44930 -2.81356
H -1.46413 -0.77482 -2.96292
H -1.16210 0.74459 -2.04348

HOMO-LUMO gap = 10.1 eV
DFT total energy = -91083.2839 eV
HOMO level = -9.6 eV
2S+1 = 1
ΔE to the lowest compared entry with this formula, charge and spin = 0.0 kJ/mol

[4]
Here is a structure of composition C7H7LuN2O6 from the OMol25 dataset. Energies are from ωB97M-V with the def2-TZVPD basis set.

Geometry (Å):
O -3.42481 -2.67262 -2.08916
C -2.69776 -1.92722 -1.57803
Lu -0.77593 -0.74983 -0.74509
O -0.35770 -3.94191 -2.29799
C -0.34709 -2.90676 -1.77135
C 1.37643 -0.54761 -1.77607
O 2.47106 -0.46459 -2.18556
C -1.08971 1.26021 -2.13683
O -0.54334 2.37435 -2.07503
C -0.20280 0.00266 -2.94992
O 0.19711 -0.09406 -4.08148
H -2.21021 1.10517 -2.15183
C 1.67039 1.93537 1.61263
N 0.97312 1.11522 2.61342
C 0.13363 0.15402 2.28983
N -0.42729 -0.55589 3.26752
O -0.16025 -0.15170 1.07869
H 0.96557 2.39760 0.91020
H 2.38457 1.32736 1.04331
H 2.20614 2.71427 2.15961
H 1.13142 1.25991 3.61230
H -1.06397 -1.30259 3.02148
H -0.20857 -0.33134 4.22934

HOMO-LUMO gap (spin up / spin down) = 6.0 / 6.0 eV
DFT total energy = -56238.7350 eV
HOMO level (spin up / spin down) = -15.4 / -15.5 eV
2S+1 = 1
Net charge = +2